No. 1
DFT (ωB97M-V/def2-TZVPD) results for a cluster of 9 separate species, C35H66O19S6 in total.

```
! wB97M-V def2-TZVPD RIJCOSX def2/J DEFGRID3
* xyz 0 1
C -2.1131 0.1206 0.8389
C -0.8590 0.0349 0.0111
C 0.0922 1.2343 0.0931
O 1.2374 0.7173 0.7938
C 1.1782 -0.6251 0.8836
O 2.0881 -1.2507 1.3451
O -0.0223 -1.0847 0.4556
H -2.6997 -0.7943 0.7579
H -2.7237 0.9674 0.5197
H -1.8649 0.2345 1.8977
H -1.0957 -0.1663 -1.0307
H -0.3326 2.0435 0.6850
H 0.3884 1.6973 -0.8470
C 1.0797 -4.4532 -0.5030
C 2.1284 -5.2341 0.2618
C 2.7203 -4.4691 1.4771
O 2.5980 -5.4105 2.5445
C 1.9501 -6.5179 2.1442
O 1.7543 -7.4568 2.8218
O 1.5266 -6.3882 0.8695
H 0.5350 -5.0881 -1.1989
H 1.4966 -3.6044 -1.0450
H 0.3753 -4.0272 0.2225
H 2.9580 -5.5092 -0.3963
H 2.1154 -3.5847 1.6492
H 3.7549 -4.2295 1.2580
O 0.2935 4.5659 -0.1605
S -0.8668 4.9381 0.6145
O -1.2007 4.1869 1.7939
C -0.9317 6.7228 0.9548
C -1.8629 7.2565 -0.0911
C -2.9973 6.2238 -0.2842
C -2.2986 4.8991 -0.4714
H 0.0687 7.1415 0.9388
H -1.3444 6.7259 1.9652
H -2.3027 8.2367 0.0884
H -1.3203 7.3501 -1.0396
H -3.6657 6.5779 -1.0620
H -3.5402 6.1913 0.6678
H -1.9311 4.7529 -1.4907
H -2.9023 4.0181 -0.2591
O -2.8276 -3.0898 1.2843
S -3.5920 -4.1669 1.8837
O -4.5163 -3.8250 2.9329
C -4.3797 -5.1947 0.6447
C -3.4842 -6.4114 0.4652
C -2.8870 -6.7270 1.8635
C -2.4120 -5.4049 2.4633
H -4.7351 -4.6103 -0.1985
H -5.2901 -5.5301 1.1590
H -4.0387 -7.2858 0.1307
H -2.6759 -6.2290 -0.2477
H -2.0398 -7.3940 1.7216
H -3.6191 -7.2145 2.5097
H -1.4896 -5.1417 1.9586
H -2.3749 -5.3175 3.5414
O 2.5960 2.8957 -4.1979
S 3.6842 2.5129 -3.3272
O 5.0106 2.9826 -3.6236
C 3.2650 2.9344 -1.6402
C 3.9360 1.8384 -0.8394
C 3.6295 0.5146 -1.5602
C 3.6963 0.7219 -3.0633
H 2.1805 2.8579 -1.5946
H 3.6467 3.9347 -1.4614
H 5.0150 1.9900 -0.7863
H 3.5560 1.8005 0.1797
H 2.6314 0.1732 -1.2964
H 4.3283 -0.2616 -1.2510
H 2.8229 0.3492 -3.5959
H 4.5781 0.4123 -3.6254
O 5.8660 0.6056 5.7741
S 4.8130 -0.1645 6.3796
O 4.9564 -0.6212 7.7255
C 3.2640 0.6775 6.0852
C 3.0076 0.4200 4.6130
C 3.4601 -1.0057 4.2044
C 4.4137 -1.5234 5.3023
H 3.3322 1.7243 6.3572
H 2.5357 0.1612 6.7123
H 1.9688 0.6376 4.3606
H 3.5580 1.1084 3.9635
H 4.0389 -1.0025 3.2842
H 2.6261 -1.6840 4.0509
H 5.3022 -2.0770 5.0114
H 3.8614 -2.2356 5.9271
O -3.8315 -4.9719 -2.8441
S -2.8618 -3.9442 -3.0810
O -1.5024 -4.3183 -3.3725
C -3.4476 -2.8383 -4.3780
C -3.7979 -1.5499 -3.6753
C -2.8757 -1.3882 -2.4507
C -2.8705 -2.7232 -1.7721
H -4.2547 -3.3269 -4.9122
H -2.5754 -2.6975 -5.0144
H -3.5706 -0.7370 -4.3714
H -4.8566 -1.4142 -3.4547
H -3.3289 -0.5885 -1.8626
H -1.8895 -1.0450 -2.7624
H -3.8580 -2.8800 -1.3264
H -2.1522 -2.9799 -1.0033
O -0.5671 1.6534 -3.2816
S -0.9494 1.3490 -4.6434
O -0.9998 -0.0217 -5.0799
C -2.5452 2.0989 -5.0390
C -2.3883 2.2513 -6.5511
C -1.0267 2.9198 -6.7900
C -0.0064 2.3834 -5.7666
H -2.5450 3.0579 -4.5305
H -3.2451 1.3256 -4.7424
H -2.5031 1.2958 -7.0689
H -3.2299 2.8221 -6.9543
H -1.1594 3.9839 -6.5863
H -0.6768 2.8123 -7.8139
H 0.3356 3.2045 -5.1421
H 0.8892 1.8658 -6.0946
C 1.4337 3.1889 3.4095
C 1.4395 3.6561 4.8419
C 1.6965 5.1210 5.0746
O 1.3504 2.8673 5.7408
H 1.1651 3.9451 2.6803
H 0.7389 2.3523 3.3121
H 2.4035 2.7389 3.1749
H 1.6463 5.3964 6.1219
H 1.0323 5.7513 4.4803
H 2.7026 5.3057 4.6747
*
```

Properties
* E_HOMO: -9.749 eV
* orbital gap: 9.458 eV
* SMILES: C[C@H]1COC(=O)O1.C[C@H]1COC(=O)O1.O=S1(=O)CCCC1.O=S1(=O)CCCC1.O=S1(=O)CCCC1.O=S1(=O)CCCC1.O=S1(=O)CCCC1.O=S1(=O)CCCC1.CC(C)=O
* largest force on an atom: 1.75 eV/Å

***

No. 2
DFT (ωB97M-V/def2-TZVPD) results for a cluster of 3 separate species, C35H68BBrF6N5O8SSi in total.

```
! wB97M-V def2-TZVPD RIJCOSX def2/J DEFGRID3
* xyz 1 1
C -7.9295 -1.8885 2.3134
C -8.0282 -1.0836 1.3915
C -8.0169 -0.4523 -0.0593
C -6.8646 0.6142 -0.2670
C -5.3956 0.0492 0.1296
C -4.3210 0.2500 -0.9919
N -2.9267 0.7210 -0.6104
C -2.7850 2.1985 -0.5728
C -3.9629 3.1135 -0.0357
C -4.5795 4.0058 -1.2123
F -3.7635 4.6721 -2.1344
C -5.9667 4.1396 -1.2780
F -6.5976 4.3376 -0.0451
F -6.6923 4.0523 -2.4411
C -2.1790 -0.1730 0.3904
C -0.6508 0.2921 0.2722
C 0.5462 -0.5114 0.8441
O 1.7267 0.2887 0.4378
Si 3.1405 -0.6717 0.6434
C 4.6027 0.5828 0.8094
C 3.1765 -1.7298 2.2266
C 3.5784 -1.7940 -0.8372
S -2.6166 -0.0105 2.1645
O -1.5715 -0.5701 3.0674
O -3.7975 -0.7977 2.6257
C -2.8831 1.7000 2.8510
F -2.5866 1.6149 4.2208
F -4.2244 2.1058 2.8952
F -2.0287 2.6873 2.3974
C -2.3244 -1.6371 -0.2616
Br -0.9620 -2.0343 -1.7029
B -2.0710 -2.8911 0.8015
O -3.2035 -3.6346 1.2604
N -0.7621 -3.3563 1.2893
C -0.2403 -4.5648 0.5657
C -0.9845 -3.8011 2.7129
O -3.5691 -2.0008 -0.8522
C -4.1868 -1.1222 -1.7877
C -5.6225 -1.8345 -2.0521
O -6.4942 -1.0423 -2.8563
C -6.6223 -1.5557 -4.2013
O -3.6318 -1.0484 -3.1089
N -3.8793 0.1079 -3.8023
O -2.8860 0.3995 -4.3793
H -8.0368 -2.7420 3.0387
H -9.0016 0.1240 -0.1253
H -8.0780 -1.2379 -0.8704
H -6.9013 0.9444 -1.3468
H -7.1202 1.5326 0.3602
H -5.4968 -1.0170 0.5191
H -5.1481 0.6574 1.0475
H -4.7367 1.0821 -1.6583
H -2.3950 0.4440 -1.4757
H -2.7274 2.5149 -1.6785
H -1.8457 2.6572 -0.1639
H -4.8395 2.6382 0.4632
H -3.5520 3.8825 0.7038
H -0.5942 1.2640 0.8832
H -0.3818 0.6284 -0.7866
H 0.6626 -0.5711 1.9691
H 0.7752 -1.5357 0.4406
H 4.2525 1.6081 0.4691
H 5.4884 0.2862 0.1680
H 4.9419 0.6781 1.8876
H 4.1144 -2.3527 2.3471
H 3.0332 -1.0240 3.1152
H 2.2756 -2.4204 2.2303
H 3.6567 -2.8619 -0.4328
H 2.8395 -1.7701 -1.6914
H 4.6362 -1.5466 -1.1879
H -3.9632 -3.0409 1.4277
H -1.0681 -5.0941 0.0090
H 0.6467 -4.2861 -0.0889
H 0.1776 -5.2778 1.3465
H -1.4298 -4.8528 2.7473
H -0.0059 -3.7814 3.3004
H -1.7013 -3.1424 3.2846
H -6.0784 -2.2524 -1.1097
H -5.3441 -2.7464 -2.6871
H -7.1338 -0.8283 -4.8966
H -7.1548 -2.5531 -4.1643
H -5.5930 -1.7601 -4.6506
C 5.6021 -2.1132 -4.6920
C 7.0795 -2.3563 -4.4074
N 7.3277 -3.2133 -3.2573
C 8.7262 -3.2228 -2.8397
C 9.7548 -3.8047 -3.8113
C 6.6735 -4.5164 -3.2743
C 6.9769 -5.4516 -4.4462
H 5.0989 -1.6972 -3.8154
H 5.4942 -1.3986 -5.5119
H 5.0872 -3.0292 -4.9898
H 7.5332 -1.3762 -4.2222
H 7.5514 -2.7460 -5.3196
H 8.8107 -3.7461 -1.8808
H 9.0181 -2.1897 -2.6181
H 9.7142 -4.8939 -3.8339
H 10.7615 -3.5342 -3.4812
H 9.6326 -3.4240 -4.8256
H 5.5906 -4.3555 -3.2423
H 6.8929 -5.0413 -2.3390
H 6.9730 -4.9353 -5.4085
H 6.2172 -6.2365 -4.4949
H 7.9372 -5.9527 -4.3238
C 3.5044 6.2858 2.1871
C 2.0886 5.8179 2.5040
N 2.0265 4.7189 3.4569
C 0.7048 4.1136 3.5477
C -0.4360 4.9793 4.0878
C 2.7023 4.9343 4.7319
C 2.2575 6.1252 5.5825
H 4.1175 5.4578 1.8235
H 3.4760 7.0506 1.4071
H 3.9932 6.7274 3.0576
H 1.6426 5.4902 1.5575
H 1.5010 6.6841 2.8376
H 0.7680 3.1981 4.1473
H 0.4218 3.7688 2.5446
H -0.3723 5.0964 5.1694
H -1.3927 4.4932 3.8803
H -0.4665 5.9661 3.6251
H 3.7740 5.0405 4.5365
H 2.6304 4.0240 5.3357
H 2.1127 7.0329 4.9927
H 3.0205 6.3438 6.3340
H 1.3361 5.9116 6.1250
*
```

Properties
* E_HOMO: -9.409 eV
* orbital gap: 5.236 eV
* largest force on an atom: 8.92 eV/Å

***

No. 3
DFT (ωB97M-V/def2-TZVPD) results for a cluster of 12 separate species, C35H69Cl2N7O19 in total.

```
! wB97M-V def2-TZVPD RIJCOSX def2/J DEFGRID3
* xyz 0 1
O -7.3616 11.8561 -4.9865
C -7.0291 10.6391 -4.9948
O -5.8131 10.2288 -4.9398
C -5.6810 8.8208 -5.1294
C -7.1769 8.3805 -4.9286
O -7.8325 9.5915 -5.0057
H -5.2528 8.4767 -6.0709
H -4.9596 8.3191 -4.4844
H -7.3040 7.8684 -3.9748
H -7.4287 7.7438 -5.7766
O 6.0989 -6.4671 0.8163
C 6.8113 -5.6251 0.2494
O 8.1592 -5.7017 -0.0170
C 8.6516 -4.4484 -0.5816
C 7.3472 -3.7133 -0.8289
O 6.3865 -4.4637 -0.2060
H 9.3534 -3.9888 0.1143
H 9.0739 -4.6726 -1.5611
H 7.1904 -3.5048 -1.8873
H 7.5332 -2.7318 -0.3929
O -0.4977 2.8321 -1.1369
C -0.0740 1.8870 -0.4820
O 0.2769 0.6723 -0.9276
C 0.7836 -0.1927 0.0359
C 0.5713 0.6799 1.2677
O 0.2995 1.9726 0.8243
H 0.2950 -1.1584 0.1653
H 1.8533 -0.3973 -0.0088
H 1.5299 0.7041 1.7861
H -0.2660 0.2523 1.8193
O 8.6615 2.6917 -5.0776
C 7.6835 2.6243 -4.4227
O 7.7476 2.5425 -3.0507
C 6.4960 2.7944 -2.5244
C 5.5201 2.4760 -3.6307
O 6.3686 2.7088 -4.7303
H 6.2496 2.1587 -1.6740
H 6.4913 3.7936 -2.0889
H 4.7792 3.2711 -3.7145
H 5.1323 1.4583 -3.5856
C 6.1773 1.1039 6.6787
N 6.9504 -0.1097 6.7029
C 6.9821 -0.9863 5.7608
C 7.7798 -2.2197 6.1002
O 6.3858 -0.9017 4.6353
H 6.6533 1.8439 6.0355
H 6.1691 1.4736 7.7041
H 5.2259 0.7604 6.2726
H 7.3987 -0.2731 7.5932
H 7.2023 -3.1407 6.0207
H 8.2440 -2.1994 7.0862
H 8.5993 -2.3245 5.3891
C -3.8051 -4.0805 -3.9882
N -3.6479 -5.1008 -4.9863
C -4.1281 -5.1189 -6.2354
C -4.0711 -6.4681 -7.0044
O -4.7460 -4.2267 -6.7334
H -3.1767 -3.2207 -4.2207
H -3.5402 -4.4451 -2.9958
H -4.8344 -3.7335 -3.8975
H -3.3439 -6.0071 -4.6605
H -5.0220 -7.0003 -6.9819
H -3.3044 -7.1088 -6.5687
H -3.7723 -6.1794 -8.0121
C 6.6200 10.0663 3.2133
N 5.6127 9.1375 2.7588
C 4.6684 8.6545 3.5751
C 3.7176 7.6726 2.9621
O 4.4788 8.9393 4.7535
H 6.7786 10.7812 2.4060
H 7.5771 9.5495 3.2843
H 6.4689 10.4964 4.2034
H 5.8131 8.6383 1.9039
H 3.8062 7.7002 1.8760
H 2.6727 7.7729 3.2558
H 4.1222 6.7462 3.3698
C -5.3148 1.6930 -6.1528
N -6.4958 0.8528 -6.1668
C -7.6185 1.0674 -5.4817
C -8.6228 -0.1277 -5.4474
O -7.8317 2.0955 -4.8303
H -4.5097 1.4513 -5.4589
H -5.4646 2.7442 -5.9065
H -4.8370 1.7126 -7.1322
H -6.5369 -0.0516 -6.6144
H -8.5469 -0.7080 -4.5279
H -8.6277 -0.8623 -6.2527
H -9.6525 0.2282 -5.4830
C 1.4041 -2.1218 -7.3339
N 1.2478 -3.3366 -6.6140
C 2.2265 -3.9194 -5.9278
C 1.9111 -5.0284 -4.9841
O 3.3970 -3.6583 -6.0209
H 0.6820 -1.3595 -7.0416
H 1.2257 -2.3353 -8.3878
H 2.3906 -1.7050 -7.1311
H 0.3442 -3.6423 -6.2821
H 2.8834 -5.3793 -4.6383
H 1.3896 -5.9159 -5.3425
H 1.3517 -4.6031 -4.1508
C -8.2128 -4.2442 3.4768
N -7.2603 -3.4235 2.8393
C -7.6250 -2.2694 2.2513
C -6.5203 -1.2963 1.9723
O -8.7378 -1.9424 1.9100
H -8.6158 -5.0207 2.8266
H -9.1361 -3.7069 3.6939
H -7.7698 -4.7542 4.3322
H -6.2850 -3.6839 2.8732
H -6.8119 -0.5802 1.2039
H -5.6916 -1.7622 1.4391
H -6.2010 -0.8963 2.9346
C -3.0609 -4.9130 7.7950
N -1.8996 -5.4106 7.1670
C -1.4080 -5.0942 5.9917
C 0.0318 -5.5710 5.5307
O -2.0447 -4.4105 5.2418
H -3.8968 -5.6006 7.6661
H -3.3409 -3.8980 7.5128
H -2.9202 -4.8457 8.8738
H -1.2291 -5.9091 7.7345
H 0.7818 -5.7514 6.3008
H 0.5250 -4.8998 4.8275
H -0.0824 -6.4982 4.9691
Cl -1.5821 2.8694 7.1760
C -1.3899 1.3954 8.1161
C -0.7513 1.6975 9.4746
Cl -0.4708 0.1847 10.3891
H -0.6943 0.7237 7.6130
H -2.4173 1.0468 8.2211
H -1.3170 2.4113 10.0735
H 0.2588 2.0929 9.3678
*
```

Properties
* ΔE to the lowest compared entry with this formula, charge and spin: 109.99 kcal per mole
* E_HOMO: -9.560 eV
* orbital gap: 9.213 eV
* SMILES: O=C1OCCO1.O=C1OCCO1.O=C1OCCO1.O=C1OCCO1.CNC(C)=O.CNC(C)=O.CNC(C)=O.CNC(C)=O.CNC(C)=O.CNC(C)=O.CNC(C)=O.ClCCCl
* largest force on an atom: 5.48 eV/Å

***

No. 4
DFT (ωB97M-V/def2-TZVPD) results for a cluster of 6 separate species, C35H69NO10S in total.

```
! wB97M-V def2-TZVPD RIJCOSX def2/J DEFGRID3
* xyz 0 1
C 5.1679 0.8473 2.7599
O 4.3683 2.0303 2.6907
C 4.0192 2.2994 1.3398
C 3.8012 3.7981 1.1436
C 2.8995 4.4438 2.2384
C 1.5339 4.9039 1.6484
C 0.3420 4.6669 2.6011
C 0.2339 3.1880 2.9541
C -0.1591 2.7426 4.1971
C -0.2486 1.4186 4.5410
C 0.0826 0.4972 3.5888
C 0.4959 0.9449 2.3393
C 0.5680 2.2484 1.9835
C 0.8229 -0.3118 1.5609
O 1.4984 -0.3089 0.5597
N 0.2680 -1.4146 2.2578
C -0.8845 -2.0689 1.6474
S -0.5995 -2.5862 -0.0688
O -0.8372 -1.4517 -0.9106
O -1.4390 -3.7009 -0.3918
C 0.0988 -1.0048 3.6249
O -0.0275 -1.7199 4.5872
H 5.0111 0.4093 3.7498
H 4.8713 0.1384 1.9822
H 6.2229 1.1369 2.6969
H 4.8310 1.9969 0.6601
H 3.1501 1.6889 1.0586
H 4.7878 4.2708 1.1949
H 3.3928 3.9976 0.1487
H 3.4318 5.3468 2.5511
H 2.7896 3.8039 3.1146
H 1.3597 4.5058 0.6480
H 1.6124 5.9898 1.5111
H 0.4125 5.2857 3.4980
H -0.5722 4.9117 2.0437
H -0.3896 3.5000 4.9414
H -0.5546 1.0858 5.5269
H 0.8754 2.4972 0.9772
H -1.1913 -2.9493 2.2169
H -1.7324 -1.3697 1.6037
H 0.7349 -2.8827 -0.1076
C 6.7978 -2.7021 5.7754
C 7.0761 -2.8434 4.2883
O 7.9041 -1.8224 3.7606
C 9.1999 -1.7112 4.3214
C 10.0456 -2.9639 4.1679
H 6.3367 -1.7357 5.9865
H 6.1251 -3.4926 6.1103
H 7.7099 -2.7678 6.3701
H 6.1340 -2.7775 3.7428
H 7.4972 -3.8294 4.0634
H 9.1337 -1.4125 5.3735
H 9.6836 -0.8876 3.7952
H 9.6078 -3.8199 4.6830
H 11.0417 -2.7991 4.5805
H 10.1440 -3.2298 3.1141
C -3.6987 2.6038 -1.3425
C -3.4592 3.2563 0.0073
O -2.6749 4.4353 -0.0585
C -3.1956 5.4948 -0.8409
C -4.5489 5.9992 -0.3693
H -2.7498 2.3662 -1.8255
H -4.2720 1.6832 -1.2206
H -4.2549 3.2550 -2.0186
H -2.9068 2.5630 0.6440
H -4.4076 3.4585 0.5182
H -3.2343 5.2027 -1.8960
H -2.4684 6.3048 -0.7698
H -5.3165 5.2265 -0.4262
H -4.8734 6.8392 -0.9850
H -4.4916 6.3296 0.6694
C -2.0735 3.5857 -6.5562
C -1.3230 2.8361 -5.4679
O -2.1606 2.2975 -4.4624
C -3.1322 1.3589 -4.8905
C -2.5451 0.1279 -5.5571
H -2.6634 4.3957 -6.1232
H -1.3717 4.0087 -7.2763
H -2.7585 2.9356 -7.1022
H -0.6497 3.5272 -4.9593
H -0.6936 2.0506 -5.9003
H -3.8654 1.8441 -5.5449
H -3.6715 1.0551 -3.9922
H -1.9986 0.3766 -6.4679
H -3.3389 -0.5708 -5.8247
H -1.8492 -0.3749 -4.8831
C -0.7109 -7.9899 4.4640
C -0.4329 -7.3123 5.7956
O 0.3915 -6.1661 5.6944
C -0.1008 -5.1086 4.8895
C -1.4305 -4.5454 5.3585
H 0.2244 -8.2755 3.9798
H -1.3159 -8.8849 4.6147
H -1.2501 -7.3361 3.7772
H 0.0994 -8.0083 6.4448
H -1.3691 -7.0638 6.3079
H -0.1603 -5.4271 3.8412
H 0.6522 -4.3224 4.9321
H -2.2260 -5.2922 5.3299
H -1.7304 -3.7118 4.7242
H -1.3519 -4.1890 6.3866
C -4.8293 -2.0853 -10.8798
C -4.3288 -1.7019 -9.4973
O -5.0120 -0.6011 -8.9256
C -6.4061 -0.7583 -8.7315
C -6.7724 -1.9139 -7.8157
H -4.7535 -1.2362 -11.5611
H -4.2385 -2.9102 -11.2798
H -5.8732 -2.4015 -10.8637
H -3.2830 -1.4015 -9.5685
H -4.3595 -2.5626 -8.8201
H -6.9158 -0.8497 -9.6972
H -6.7528 0.1743 -8.2852
H -6.4523 -2.8750 -8.2200
H -7.8531 -1.9543 -7.6736
H -6.2967 -1.7928 -6.8410
*
```

Properties
* E_HOMO: -9.493 eV
* orbital gap: 9.172 eV
* SMILES: COCCCCCc1ccc2c(c1)C(=O)N(C[SH](=O)=O)C2=O.CCOCC.CCOCC.CCOCC.CCOCC.CCOCC
* largest force on an atom: 2.60 eV/Å